No. 1
ORCA calculation (ωB97M-V with the def2-TZVPD basis set) on an isolated molecule of C20H20N4O2S2.

Geometry (Å):
1 C -5.326 -1.047 -0.077
2 H -5.377 -0.114 0.479
3 H -6.158 -1.071 -0.776
4 H -5.444 -1.879 0.614
5 C -4.014 -1.151 -0.851
6 C -3.908 -2.500 -1.557
7 H -4.687 -2.576 -2.311
8 H -2.945 -2.606 -2.051
9 H -4.037 -3.324 -0.858
10 H -3.997 -0.364 -1.611
11 C -2.790 -0.889 0.068
12 C -1.572 -0.933 -0.735
13 N -0.591 -0.943 -1.320
14 N -2.871 0.449 0.664
15 C -2.866 1.580 -0.075
16 O -2.984 1.617 -1.277
17 C -2.741 2.856 0.755
18 H -2.532 2.674 1.806
19 H -3.638 3.464 0.637
20 S -1.396 3.857 0.055
21 C -0.089 2.711 0.220
22 N -0.252 1.668 0.970
23 C 0.807 0.835 1.038
24 C 2.033 1.017 0.410
25 C 2.937 -0.060 0.666
26 C 2.374 -1.001 1.470
27 S 0.760 -0.626 1.956
28 H 2.824 -1.904 1.832
29 C 4.306 -0.167 0.152
30 C 4.729 -1.351 -0.445
31 C 6.021 -1.467 -0.923
32 C 6.904 -0.407 -0.801
33 C 6.491 0.769 -0.199
34 C 5.199 0.892 0.277
35 H 4.882 1.808 0.750
36 H 7.177 1.597 -0.101
37 H 7.913 -0.498 -1.177
38 H 6.339 -2.386 -1.394
39 H 4.033 -2.170 -0.552
40 C 2.208 2.178 -0.434
41 O 3.170 2.511 -1.083
42 N 1.054 2.989 -0.446
43 H 1.097 3.809 -1.041
44 H -2.562 0.508 1.622
45 C -2.650 -1.903 1.205
46 H -2.548 -2.908 0.806
47 H -3.523 -1.861 1.850
48 H -1.762 -1.682 1.795

Force components x, y, z for each atom (eV/Å):
0.244 0.098 -0.106
-0.086 0.047 0.071
-0.096 -0.021 -0.040
-0.064 -0.084 0.098
-0.186 -0.141 -0.084
0.062 0.220 0.079
-0.053 -0.043 -0.064
0.058 -0.091 -0.098
-0.017 -0.128 0.047
0.053 -0.132 0.157
-0.628 0.268 0.152
0.181 -0.001 -0.145
0.537 -0.085 -0.385
-0.345 -0.658 0.304
-0.208 0.322 0.385
0.034 -0.035 -0.231
0.561 0.102 -0.252
-0.109 -0.018 -0.025
0.022 -0.035 0.001
-0.280 0.389 -0.038
-0.211 -0.321 0.407
-0.294 0.371 0.043
0.716 -0.131 -0.087
-0.452 -0.180 0.309
-0.163 -0.241 0.203
-0.195 0.135 -0.022
0.304 0.350 -0.242
0.197 -0.159 0.049
0.257 -0.096 -0.069
-0.056 0.100 0.038
0.131 -0.080 -0.025
0.054 -0.062 -0.051
0.030 0.077 0.052
0.040 -0.095 0.003
-0.038 0.077 0.001
0.058 0.066 0.011
0.074 -0.004 -0.033
0.024 -0.064 -0.040
-0.078 -0.054 -0.031
-0.144 0.060 0.069
0.173 0.083 -0.172
-0.078 0.185 -0.105
0.069 -0.158 0.024
0.066 0.161 -0.151
-0.063 0.082 -0.035
0.011 -0.048 -0.007
-0.097 -0.003 0.038
-0.013 -0.030 -0.002

Properties
Electronic energy = -1940.07065 a.u.
HOMO energy = -8.14 eV
Kohn-Sham gap = 8.53 eV
SMILES = CC(C)[C@@](C)(C#N)NC(=O)CSc1nc2scc(-c3ccccc3)c2c(=O)[nH]1
Multiplicity = 1
Net charge = 0

No. 2
ORCA calculation (ωB97M-V with the def2-TZVPD basis set) on a structure of composition C21H20N6O4RuS in a non-equilibrium geometry.

Geometry (Å):
1 Ru 13.450 10.265 11.017
2 C 17.771 10.642 11.612
3 C 16.334 10.437 12.021
4 O 15.496 10.315 11.108
5 C 15.968 10.435 13.443
6 C 17.002 10.402 14.348
7 C 16.759 10.343 15.742
8 C 15.428 10.385 16.246
9 C 14.401 10.401 15.365
10 C 14.618 10.421 13.925
11 O 13.563 10.416 13.232
12 H 17.813 10.979 10.562
13 H 18.266 9.655 11.814
14 H 18.285 11.367 12.215
15 H 18.050 10.270 14.039
16 H 17.603 10.287 16.404
17 H 15.231 10.342 17.315
18 H 13.380 10.432 15.684
19 N 6.744 11.285 6.604
20 C 7.476 11.035 7.680
21 C 7.413 11.905 8.796
22 C 8.198 11.685 9.900
23 C 9.094 10.625 9.896
24 C 9.167 9.734 8.816
25 C 8.340 9.934 7.722
26 S 10.023 10.258 11.255
27 O 10.293 8.850 11.311
28 O 9.618 10.998 12.397
29 N 11.628 10.860 10.879
30 C 11.909 12.203 10.777
31 N 13.240 12.252 10.569
32 C 13.863 13.421 10.260
33 C 13.112 14.562 10.231
34 C 11.748 14.423 10.567
35 N 11.127 13.273 10.853
36 H 5.967 11.940 6.652
37 H 6.667 10.672 5.812
38 H 6.666 12.695 8.767
39 H 8.132 12.311 10.775
40 H 9.851 8.899 8.847
41 H 8.425 9.261 6.860
42 H 14.920 13.412 10.057
43 H 13.467 15.524 9.921
44 H 11.136 15.300 10.535
45 N 14.482 6.228 10.353
46 C 13.347 5.982 11.068
47 C 12.802 7.178 11.357
48 N 13.598 8.163 10.860
49 C 14.608 7.585 10.243
50 H 15.099 5.547 9.945
51 H 13.042 4.979 11.272
52 H 11.882 7.470 11.844
53 H 15.410 8.066 9.737

Force components x, y, z for each atom (eV/Å):
0.551 0.347 -0.420
-0.296 -0.902 -0.193
-0.053 0.632 -0.606
0.791 -0.359 0.447
0.941 -0.091 -0.637
0.338 -0.682 0.729
-0.825 0.301 -0.081
1.077 -0.315 0.145
0.108 0.255 -0.405
-1.328 -0.042 0.614
0.722 0.032 0.002
0.052 -0.620 0.461
-0.116 0.780 -0.633
0.095 0.354 0.337
-0.681 0.366 0.039
0.118 -0.040 0.241
0.158 0.094 -0.210
-0.425 -0.058 0.078
-1.699 0.821 -1.222
0.588 -0.022 0.978
-0.339 -0.196 -0.055
-0.242 0.348 -0.218
-0.016 -0.598 -0.579
-0.617 0.407 -0.558
1.089 -0.594 0.037
1.100 -0.359 0.416
-0.036 0.184 0.108
-0.134 0.136 0.257
-1.605 -0.155 0.310
0.047 0.616 -0.134
1.013 0.580 -0.366
-0.595 -0.539 0.481
-0.922 -0.392 0.093
0.186 -0.610 -0.235
0.280 -0.060 -0.282
0.517 -0.151 0.125
0.326 -0.315 0.144
0.264 0.016 0.151
-0.054 0.155 0.086
-0.041 -0.067 -0.014
-0.191 0.282 0.393
0.194 -0.199 -0.047
0.360 0.162 0.038
-0.402 0.334 0.198
0.263 1.764 -0.195
-0.013 -0.678 -0.115
-1.201 0.294 0.697
0.232 0.943 -0.385
0.084 -1.708 0.099
0.070 -0.078 -0.021
-0.225 -0.191 0.142
0.125 -0.405 0.017
0.365 0.225 -0.253

Properties
Electronic energy = -1934.23124 a.u.
HOMO energy (spin up / spin down) = -12.59 / -12.59 eV
Kohn-Sham gap (spin up / spin down) = 5.97 / 3.49 eV
Multiplicity = 5
Net charge = +2

No. 3
ORCA calculation (ωB97M-V with the def2-TZVPD basis set) on a structure of composition C4H4CaLiO5 in a non-equilibrium geometry.

Geometry (Å):
1 O 2.209 -0.010 -0.691
2 O 0.531 0.656 0.552
3 C -1.722 -0.978 0.385
4 C -1.580 -2.320 1.042
5 O -0.238 -2.735 0.997
6 C 1.423 0.916 -0.332
7 H -2.149 -0.155 0.965
8 H -1.531 -0.917 -0.693
9 H -2.223 -3.053 0.517
10 H -1.937 -2.263 2.087
11 O 0.456 3.035 -0.923
12 O 2.525 2.636 -1.586
13 C 1.469 2.295 -0.998
14 Ca 1.182 -1.464 0.556
15 Li 1.587 4.357 -1.878

Force components x, y, z for each atom (eV/Å):
0.859 1.283 -1.136
0.898 1.556 -0.648
-0.657 -0.394 0.280
0.005 -0.073 -0.006
-1.511 -1.387 0.441
-1.103 -1.482 1.041
0.294 -0.095 -0.649
-0.144 0.288 0.445
0.042 0.059 0.124
0.036 -0.043 -0.275
0.119 0.129 -0.090
0.016 0.236 -0.043
0.077 0.681 -0.203
1.142 0.104 0.390
-0.073 -0.863 0.328

Properties
Electronic energy = -1216.23630 a.u.
HOMO energy (spin up / spin down) = -7.61 / -8.66 eV
Kohn-Sham gap (spin up / spin down) = 7.00 / 8.05 eV
Multiplicity = 2
Net charge = 0

No. 4
ORCA calculation (ωB97M-V with the def2-TZVPD basis set) on an isolated molecule of C8H8O2 in a non-equilibrium geometry.

Geometry (Å):
1 C 1.126 -1.440 1.073
2 C 0.854 -0.160 1.617
3 C 0.543 -1.752 -0.114
4 C 0.218 0.810 0.884
5 C -0.083 -0.791 -0.960
6 C 0.011 0.405 -0.396
7 C -0.188 2.211 1.161
8 C -0.747 -1.120 -2.179
9 O -0.997 2.201 -0.838
10 O -1.306 2.413 0.420
11 H 1.752 -2.101 1.597
12 H 0.969 0.118 2.592
13 H 0.530 -2.726 -0.463
14 H -0.430 2.490 2.251
15 H 0.552 2.921 0.755
16 H -0.488 -2.162 -2.495
17 H -1.773 -1.012 -1.905
18 H -0.544 -0.305 -2.999

Force components x, y, z for each atom (eV/Å):
-0.894 2.018 0.508
-0.301 -0.314 -1.309
-0.053 1.193 -0.820
1.028 -1.162 -1.238
2.002 -0.608 1.790
-2.772 4.092 -0.082
0.772 1.680 2.258
0.192 0.501 -3.067
2.225 -3.221 -2.666
-2.802 0.776 2.173
0.263 -1.001 0.706
1.135 0.091 2.704
0.271 -1.918 -0.686
0.426 -0.704 -1.578
0.409 -0.328 0.443
-0.431 1.045 -0.053
-1.161 -0.316 -0.473
-0.309 -1.824 1.389

Properties
Electronic energy = -459.88334 a.u.
HOMO energy (spin up / spin down) = -8.65 / -8.66 eV
Kohn-Sham gap (spin up / spin down) = 8.83 / 8.84 eV
Multiplicity = 1
Net charge = 0

No. 5
ORCA calculation (ωB97M-V with the def2-TZVPD basis set) on an isolated molecule of C2H3N3O2 in a non-equilibrium geometry.

Geometry (Å):
1 C 2.033 -0.777 -0.088
2 C 0.153 0.548 0.026
3 N 2.397 0.778 -0.048
4 N 0.700 -0.794 -0.082
5 N 1.372 1.409 0.122
6 O 1.151 2.580 -0.010
7 O 2.870 -1.566 0.027
8 H -0.420 0.838 -0.938
9 H -0.612 0.838 0.855
10 H 0.166 -1.585 0.485

Force components x, y, z for each atom (eV/Å):
0.234 4.969 1.365
-2.848 0.346 -0.454
2.869 -2.723 -0.178
-4.048 -1.926 2.158
-2.915 -1.833 -2.006
0.236 2.783 0.817
1.637 -2.381 -0.272
1.318 -0.270 1.435
1.690 -1.085 -0.987
1.827 2.121 -1.878

Properties
Electronic energy = -392.65069 a.u.
HOMO energy = -10.50 eV
Kohn-Sham gap = 10.60 eV
Multiplicity = 1
Net charge = 0

No. 6
ORCA calculation (ωB97M-V with the def2-TZVPD basis set) on a structure of composition CHN6 in a non-equilibrium geometry.

Geometry (Å):
1 C -0.809 0.606 0.178
2 N -2.115 0.543 0.089
3 N -0.009 -0.472 0.051
4 N -2.141 -0.705 -0.045
5 N -0.924 -1.341 -0.098
6 N 1.969 0.391 -0.082
7 N 1.552 1.411 -0.125
8 H 2.477 -0.432 0.032

Force components x, y, z for each atom (eV/Å):
-0.297 -0.792 -0.053
-0.601 3.715 0.422
0.187 -0.713 -0.076
-1.040 -2.325 -0.417
0.612 -1.073 0.182
-1.791 4.608 -0.143
1.657 -1.136 -0.074
1.273 -2.285 0.158

Properties
Electronic energy = -366.62546 a.u.
HOMO energy (spin up / spin down) = -16.00 / -16.01 eV
Kohn-Sham gap (spin up / spin down) = 7.63 / 7.62 eV
Multiplicity = 1
Net charge = +1

No. 7
ORCA calculation (ωB97M-V with the def2-TZVPD basis set) on a structure of composition C25H27F6N3O5Yb in a non-equilibrium geometry.

Geometry (Å):
1 Yb 0.828 -0.049 0.294
2 C 0.138 2.427 3.743
3 C 1.201 2.163 2.710
4 C 2.360 1.470 3.044
5 C 3.397 1.305 2.131
6 C 4.676 0.630 2.528
7 C 3.241 1.820 0.844
8 C 2.095 2.531 0.473
9 C 2.057 3.255 -0.848
10 C 1.080 2.698 1.425
11 H 0.127 1.649 4.508
12 H -0.850 2.511 3.287
13 H 0.345 3.371 4.249
14 H 2.473 1.085 4.051
15 H 5.384 1.375 2.897
16 H 5.128 0.123 1.677
17 H 4.510 -0.096 3.323
18 H 4.063 1.738 0.143
19 H 2.704 4.132 -0.793
20 H 1.054 3.595 -1.095
21 H 2.423 2.627 -1.660
22 H 0.239 3.345 1.202
23 O 0.171 -0.544 2.536
24 C -0.209 -1.810 3.139
25 C -0.612 -2.810 2.074
26 C -1.784 -2.314 1.193
27 C -1.457 -2.510 -0.262
28 C -1.930 -3.608 -0.961
29 C -1.543 -3.799 -2.276
30 C -0.731 -2.850 -2.876
31 C -0.306 -1.777 -2.122
32 N -0.631 -1.610 -0.829
33 H -0.517 0.101 2.740
34 H -1.022 -1.645 3.846
35 H 0.660 -2.176 3.684
36 H -0.872 -3.749 2.563
37 H 0.260 -3.009 1.447
38 H -1.973 -1.254 1.371
39 H -2.698 -2.853 1.433
40 H -2.595 -4.308 -0.476
41 H -1.879 -4.666 -2.829
42 H -0.432 -2.936 -3.911
43 H 0.324 -1.015 -2.565
44 F -4.575 -1.461 -2.940
45 C -4.046 -0.246 -3.108
46 C -3.425 0.365 -2.095
47 N -2.876 1.619 -2.226
48 C -2.202 2.257 -1.106
49 C -1.071 1.404 -0.544
50 O -0.055 1.148 -1.249
51 O -1.135 0.969 0.642
52 C -2.957 2.331 -3.425
53 O -2.485 3.435 -3.554
54 N -3.613 1.659 -4.430
55 C -4.172 0.376 -4.422
56 O -4.685 -0.102 -5.399
57 H -3.346 -0.104 -1.125
58 H -2.907 2.489 -0.308
59 H -1.777 3.180 -1.500
60 H -3.682 2.160 -5.306
61 F 2.497 -0.319 -1.002
62 C 3.381 -1.143 -0.126
63 F 2.535 -1.088 1.094
64 C 3.049 -2.541 -0.623
65 F 1.687 -2.806 -0.400
66 F 3.245 -2.665 -1.926
67 F 3.715 -3.476 0.023

Force components x, y, z for each atom (eV/Å):
-1.027 0.239 1.702
0.053 -0.048 -0.070
0.086 0.241 0.002
0.030 0.111 -0.062
0.034 0.106 0.050
-0.008 -0.034 -0.016
-0.036 0.180 0.062
0.191 0.317 0.150
0.003 -0.024 0.021
0.234 -0.020 0.013
-0.026 0.009 0.009
-0.012 -0.008 0.023
-0.043 0.002 0.011
-0.024 -0.073 -0.023
0.009 -0.012 0.004
-0.011 -0.006 0.001
0.011 0.007 0.007
-0.061 -0.131 -0.061
0.007 -0.006 0.002
0.002 -0.013 -0.029
-0.029 0.010 -0.018
-0.096 -0.153 -0.096
-0.333 -0.304 -0.162
0.110 -0.410 -0.001
-0.066 0.280 0.007
0.139 -0.175 -0.014
-0.053 0.106 0.143
-0.044 -0.003 -0.087
-0.030 0.083 -0.007
-0.027 0.012 -0.088
-0.045 0.069 -0.047
-0.025 -0.244 -0.135
0.033 0.144 -0.017
0.036 0.154 0.006
-0.011 0.072 0.050
0.067 -0.040 -0.022
0.030 -0.092 0.046
-0.022 0.006 -0.035
-0.006 0.019 0.024
0.021 0.014 0.042
-0.033 0.013 -0.009
0.031 0.008 0.017
0.026 -0.011 0.013
0.026 -0.001 -0.074
0.079 -0.149 0.306
-0.202 -0.156 -0.131
0.302 0.229 -0.092
0.000 -0.175 0.053
-0.772 0.503 -0.165
-0.246 0.463 -0.915
-0.504 0.205 -0.020
0.137 -0.082 0.241
-0.040 0.008 -0.088
-0.012 0.012 -0.135
0.003 0.165 -0.025
0.016 -0.046 0.076
0.005 -0.029 0.062
0.012 -0.042 0.030
0.010 0.048 0.045
0.011 0.019 -0.025
0.272 -0.321 -0.797
1.440 -0.144 -0.020
0.583 -0.670 0.347
-0.825 -0.130 0.041
0.453 -0.234 -0.248
0.073 0.057 0.014
0.088 0.078 0.114

Properties
Electronic energy = -3267.15284 a.u.
HOMO energy (spin up / spin down) = -11.69 / -11.69 eV
Kohn-Sham gap (spin up / spin down) = 8.81 / 8.11 eV
Multiplicity = 2
Net charge = +1

Table of energy relative to the best compared isomer or geometry (same formula, charge and spin) (kcal/mol), in record order: 0.00 7.69 0.00 125.18 89.64 111.46 21.03